[1]
Here is a structure of composition C9H12AsCl2DyS2Se4 from the Open Molecules 2025 dataset. Energies are from ωB97M-V/def2-TZVPD.

The frontier orbital gap (spin up / spin down) is 0.2183 / 0.2572 Ha. As for the max |F|: 3.14 eV Å⁻¹. Its net charge is 0. The energy above the lowest of the compared OMol25 structures with the same formula, charge and spin is 142.47 kJ/mol. As for the expectation value of S²: 9.08. As for the total energy: -402551.3227 eV. Its spin multiplicity is 6. The highest occupied orbital energy (spin up / spin down) is -7.387 / -7.453 eV.

Geometry as XYZ:
```
31
Properties=species:S:1:pos:R:3:forces:R:3
Dy 5.747 9.427 7.497 0.4 -0.9 0.1
Cl 5.655 9.831 10.339 0.0 -1.2 0.1
C 6.195 8.086 10.375 0.3 -0.2 -0.1
C 7.250 7.825 11.301 -1.0 -0.5 -1.6
C 7.730 6.516 11.332 -0.6 0.2 -1.1
C 7.252 5.594 10.360 -0.5 0.1 1.0
C 6.139 5.809 9.527 1.6 1.8 1.5
Cl 5.483 4.548 8.603 0.0 -0.4 -0.3
C 5.572 7.128 9.493 0.0 0.1 0.7
S 4.146 7.375 8.468 0.9 1.1 0.4
H 7.697 8.665 11.816 -0.2 -0.2 0.3
H 8.474 6.195 12.064 -0.1 0.2 -0.4
H 7.726 4.631 10.383 -0.1 -0.5 -0.2
Se 4.772 8.504 5.064 0.5 0.4 0.1
Se 6.731 9.745 4.608 -0.3 0.4 -0.1
Se 8.310 8.956 6.156 0.3 -0.3 0.6
Se 8.596 10.393 8.068 -0.8 -0.6 -0.8
C 5.351 15.231 7.526 -0.7 0.3 3.0
As 6.131 13.650 8.450 -0.7 -1.2 -2.5
C 5.880 13.597 10.314 -0.7 0.3 0.9
C 8.036 13.858 8.017 -0.3 -0.2 0.2
S 5.003 11.982 7.324 0.7 2.0 1.1
H 4.368 15.195 7.037 0.7 -0.6 0.0
H 6.202 15.429 6.959 0.9 0.7 -1.7
H 5.300 16.043 8.298 0.0 -0.6 -0.6
H 5.798 14.624 10.698 0.0 -0.3 -0.1
H 6.596 13.035 10.917 0.2 0.0 -0.5
H 4.919 13.098 10.374 -0.3 0.0 0.5
H 8.366 14.946 8.008 -0.6 -1.4 -0.4
H 8.017 13.263 7.076 0.8 0.9 0.3
H 8.634 13.295 8.760 -0.4 0.3 -0.5
```
Forces are in eV/Å.


[2]
Here is a cluster of 2 separate species, C6H12O2 in total from the Open Molecules 2025 dataset. Energies are from ωB97M-V/def2-TZVPD.

The frontier orbital gap is 0.3707 Ha. As for the max |F|: 6.25 eV Å⁻¹. Its net charge is 0. The energy above the lowest of the compared OMol25 structures with the same formula, charge and spin is 924.12 kJ/mol. As for the total energy: -10502.7292 eV. The highest occupied orbital energy is -9.208 eV.

Geometry as XYZ:
```
20
Properties=species:S:1:pos:R:3:forces:R:3
C -0.127 -1.035 0.008 1.5 -0.1 -4.0
C 1.326 -1.422 -0.227 -2.3 -1.0 1.2
C 1.357 0.818 0.481 0.5 2.8 5.6
C 0.194 1.774 -0.205 2.6 1.5 3.6
C -1.260 1.204 -0.305 -1.4 -0.1 -4.8
C -1.594 -1.316 -0.001 -1.4 -2.2 1.4
H -0.083 -0.274 -0.922 -0.3 -1.5 2.3
H -0.249 -0.600 1.002 1.4 -0.2 -0.8
H 1.512 -2.061 -1.050 0.4 0.3 -1.7
H 1.671 -2.017 0.553 1.0 -0.9 2.0
H 2.375 1.544 1.211 -2.9 -1.7 -2.9
H 0.934 0.314 1.428 0.6 1.7 -1.1
H 0.733 2.028 -1.259 -1.9 0.0 2.5
H 0.075 2.695 0.657 1.0 -2.1 -2.9
H -1.069 0.992 -1.470 -1.9 -0.1 2.0
H -2.143 2.005 -0.314 2.3 -1.6 0.5
H -2.384 -1.848 -0.776 2.5 1.9 1.3
H -1.749 -1.852 1.010 -0.5 0.4 -1.7
O 1.945 -0.174 -0.213 2.1 0.2 -2.4
O -1.820 0.041 0.391 -3.1 2.8 -0.2
```
Forces are in eV/Å.


[3]
Here is a cluster of 2 separate species, C2H8N3O2 in total from the Open Molecules 2025 dataset. Energies are from ωB97M-V/def2-TZVPD.

The frontier orbital gap is 0.3360 Ha. As for the max |F|: 3.78 eV Å⁻¹. Its net charge is +1. The energy above the lowest of the compared OMol25 structures with the same formula, charge and spin is 203.00 kJ/mol. As for the total energy: -10761.5593 eV. The highest occupied orbital energy is -13.086 eV.

Geometry as XYZ:
```
15
Properties=species:S:1:pos:R:3:forces:R:3
C -1.305 0.659 0.825 0.2 -0.2 -0.9
C 0.765 -0.597 -1.700 1.4 -0.4 2.1
N -1.633 1.101 2.085 0.6 -3.6 0.9
N -0.967 -0.482 0.300 0.0 1.4 0.0
N 1.693 -1.181 -0.978 2.3 -2.2 0.3
O -1.371 1.741 -0.044 -0.2 -0.1 1.3
O 0.708 0.689 -1.858 -2.0 -1.6 -1.6
H 0.059 -1.336 -2.097 -0.2 1.2 -0.5
H -1.615 0.539 2.987 0.2 0.6 -2.3
H -1.689 2.047 2.261 -0.2 2.3 -0.1
H -0.729 -1.301 0.839 -0.6 0.3 0.8
H 2.477 -0.757 -0.502 -0.4 1.4 -0.1
H -1.499 1.512 -0.971 0.1 -0.6 0.2
H 2.025 -2.205 -0.904 -2.2 1.6 -0.9
H 1.333 1.336 -1.550 1.0 -0.1 0.7
```
Forces are in eV/Å.


[4]
Here is a cluster of 2 separate species, C3H7S in total from the Open Molecules 2025 dataset. Energies are from ωB97M-V/def2-TZVPD.

The frontier orbital gap is 0.2182 Ha. As for the max |F|: 6.00 eV Å⁻¹. Its net charge is -1. The energy above the lowest of the compared OMol25 structures with the same formula, charge and spin is 153.88 kJ/mol. As for the total energy: -14058.8658 eV. The highest occupied orbital energy is -2.417 eV.

Geometry as XYZ:
```
11
Properties=species:S:1:pos:R:3:forces:R:3
S 3.904 0.968 1.360 0.7 0.8 1.0
H 3.244 0.293 0.480 -0.7 -0.8 -1.1
C -1.412 -0.010 -1.233 4.5 3.9 0.8
C -0.870 -0.578 0.093 -0.7 0.3 0.6
C 0.216 -0.276 0.837 -1.8 0.5 0.3
H -1.167 1.207 -1.232 -1.3 -2.8 0.3
H -2.395 -0.249 -1.334 -2.9 -0.2 -0.3
H -0.918 -0.194 -2.182 0.4 -0.9 0.1
H -1.700 -1.098 0.648 1.1 0.0 -0.6
H 0.153 -0.577 1.897 0.4 -0.2 -0.7
H 0.946 0.515 0.668 0.3 -0.5 -0.5
```
Forces are in eV/Å.


[5]
Here is a structure of composition C27H54IrN10P from the Open Molecules 2025 dataset. Energies are from ωB97M-V/def2-TZVPD.

The frontier orbital gap (spin up / spin down) is 0.2591 / 0.2538 Ha. As for the max |F|: 1.00 eV Å⁻¹. Its net charge is +1. The energy above the lowest of the compared OMol25 structures with the same formula, charge and spin is 0.00 kJ/mol. As for the expectation value of S²: 0.75. As for the total energy: -55900.0748 eV. Its spin multiplicity is 2. The highest occupied orbital energy (spin up / spin down) is -8.972 / -9.103 eV.

Geometry as XYZ:
```
93
Properties=species:S:1:pos:R:3:forces:R:3
Ir 1.130 -0.103 -1.080 0.0 0.3 0.6
C 1.394 3.271 -5.348 0.0 0.1 0.0
N 2.167 2.240 -4.659 0.0 0.0 0.1
C 2.616 1.174 -5.543 -0.1 0.0 0.0
C 1.763 1.862 -3.392 -0.2 0.0 0.0
N 1.519 0.660 -3.027 0.1 -0.3 -0.5
N 1.657 2.935 -2.518 0.1 0.0 -0.1
C 1.206 2.919 -1.211 -0.1 0.0 0.0
N 1.125 4.157 -0.641 0.1 0.1 0.0
N 0.940 1.840 -0.583 -0.1 0.0 -0.2
H 1.926 3.554 -6.254 0.0 0.0 0.0
H 1.278 4.165 -4.740 0.0 0.0 0.0
H 0.398 2.908 -5.626 0.0 0.0 0.0
H 3.270 1.607 -6.299 0.0 0.0 0.0
H 1.784 0.671 -6.049 0.0 0.0 0.0
H 3.181 0.437 -4.978 0.0 0.0 0.0
H 1.422 -0.001 -3.801 0.0 0.2 0.2
H 2.126 3.773 -2.822 0.0 0.0 0.1
H 1.050 4.975 -1.218 -0.1 0.0 0.0
H 0.742 4.225 0.286 0.0 0.0 0.0
H 0.562 1.936 0.365 -0.1 -0.1 0.0
N 1.640 -4.271 -2.216 -0.1 0.1 0.0
C 2.120 -4.264 -0.936 0.0 0.0 0.0
C 1.976 -2.991 -0.501 0.0 0.0 0.0
N 1.406 -2.203 -1.486 0.0 -0.2 -0.2
C 1.215 -3.018 -2.528 -0.1 0.1 0.2
C 0.579 -2.779 -3.826 -0.1 0.0 0.2
N 0.293 -1.630 -4.379 0.2 0.2 0.0
C -0.328 -1.915 -5.568 0.0 0.1 0.0
C -0.420 -3.260 -5.738 0.0 0.0 0.0
N 0.152 -3.808 -4.618 0.1 -0.1 -0.1
H 1.601 -5.084 -2.805 0.1 0.1 0.0
H 2.531 -5.137 -0.465 0.0 0.0 0.0
H 2.262 -2.593 0.454 -0.1 0.0 -0.1
H -0.677 -1.135 -6.224 0.0 0.0 0.0
H -0.841 -3.866 -6.520 0.0 0.0 0.0
H 0.285 -4.795 -4.485 -0.1 0.0 0.1
C -0.926 0.153 4.742 0.0 0.0 0.0
C -1.511 -0.779 3.668 0.0 0.0 0.0
C -0.567 -1.994 3.603 0.0 0.0 0.0
C -2.880 -1.274 4.151 0.0 0.0 0.0
P -1.452 0.141 2.012 0.1 0.0 0.0
N 0.024 0.426 1.558 -0.2 0.1 0.0
C -2.521 -0.823 0.779 0.0 0.0 0.0
C -2.255 -0.350 -0.656 0.0 0.0 0.0
C -4.034 -0.742 1.025 0.0 0.0 0.0
C -2.103 -2.302 0.807 0.0 0.0 0.0
C -2.197 1.858 2.239 0.0 0.0 0.0
C -1.142 2.800 2.840 0.0 0.0 0.0
C -3.453 1.902 3.121 0.0 0.0 0.0
C -2.564 2.467 0.876 0.0 0.0 0.0
H -0.750 -0.435 5.646 0.0 0.0 0.0
H -1.603 0.960 5.013 0.0 0.0 0.0
H 0.026 0.581 4.429 0.0 0.0 0.0
H -0.387 -2.336 4.626 0.0 0.0 0.0
H 0.394 -1.738 3.170 -0.1 0.0 0.0
H -0.986 -2.831 3.054 0.0 0.0 0.0
H -2.751 -1.695 5.151 0.0 0.0 0.0
H -3.276 -2.069 3.522 0.0 0.0 0.0
H -3.624 -0.484 4.224 0.0 0.0 0.0
H -2.586 0.664 -0.855 0.0 0.0 0.0
H -2.802 -1.012 -1.333 0.0 0.0 0.0
H -1.194 -0.419 -0.925 0.0 0.0 0.0
H -4.427 0.257 0.845 0.0 0.0 0.0
H -4.329 -1.051 2.024 0.0 0.0 0.0
H -4.530 -1.411 0.316 0.0 0.0 0.0
H -1.021 -2.424 0.722 0.0 0.0 0.0
H -2.559 -2.800 -0.053 0.0 0.0 0.0
H -2.451 -2.817 1.698 0.0 0.0 0.0
H -0.813 2.510 3.833 0.0 0.0 0.0
H -1.585 3.796 2.915 0.0 0.0 0.0
H -0.259 2.850 2.204 0.0 0.0 0.0
H -3.236 1.690 4.165 0.0 0.0 0.0
H -4.232 1.221 2.786 0.0 0.0 0.0
H -3.864 2.914 3.078 0.0 0.0 0.0
H -1.748 2.381 0.156 0.0 0.0 0.0
H -2.774 3.529 1.027 0.0 0.0 0.0
H -3.457 2.024 0.441 0.0 0.0 0.0
C 3.689 -0.361 0.858 0.1 -0.1 0.0
C 2.482 0.014 1.725 0.0 0.1 0.1
C 2.616 -0.736 3.054 0.1 0.0 0.0
C 2.590 1.512 2.037 0.1 0.0 0.0
C 1.130 -0.338 1.031 0.0 -0.6 -0.8
H 4.607 -0.022 1.346 0.0 0.0 0.0
H 3.636 0.107 -0.127 0.0 0.0 0.0
H 3.784 -1.441 0.713 0.1 0.2 0.0
H 3.577 -0.512 3.524 0.0 0.0 0.0
H 2.566 -1.819 2.911 0.0 0.0 0.0
H 1.831 -0.448 3.754 0.1 0.0 0.0
H 3.516 1.704 2.585 0.0 0.0 0.0
H 1.754 1.845 2.650 0.0 0.0 0.0
H 2.624 2.111 1.125 0.0 0.0 0.0
H 0.954 -1.414 1.144 0.0 -0.1 0.4
```
Forces are in eV/Å.


[6]
Here is an isolated molecule of C21H26N2O3S from the Open Molecules 2025 dataset. Energies are from ωB97M-V/def2-TZVPD.

The frontier orbital gap is 0.3521 Ha. As for the max |F|: 1.09 eV Å⁻¹. Its net charge is 0. The energy above the lowest of the compared OMol25 structures with the same formula, charge and spin is 172.86 kJ/mol. As for the total energy: -42157.3171 eV. The highest occupied orbital energy is -8.899 eV. The SMILES is Cc1ccc(S(=O)(=O)N(CC(=O)N2CCCCCC2)c2ccccc2)cc1.

Geometry as XYZ:
```
53
Properties=species:S:1:pos:R:3:forces:R:3
C -0.272 6.147 0.649 0.0 0.0 0.1
C 0.008 4.678 0.730 0.0 -0.1 0.0
C -0.970 3.803 1.195 0.1 -0.1 0.0
C -0.717 2.446 1.293 -0.2 0.0 0.1
C 0.528 1.971 0.926 0.1 -0.7 0.1
S 0.837 0.217 0.938 0.4 0.2 0.1
O -0.072 -0.438 1.825 -0.3 0.4 -0.2
O 2.235 -0.037 1.113 0.0 0.3 -0.2
N 0.427 -0.243 -0.640 0.1 0.0 1.1
C -0.966 -0.009 -0.952 -0.5 0.2 0.1
C -1.933 -0.773 -0.036 -0.2 0.2 -0.5
O -2.792 -0.151 0.564 -0.2 0.2 0.2
N -1.882 -2.115 -0.048 -0.1 -0.2 0.1
C -0.891 -2.925 -0.716 0.5 -0.2 -0.1
C 0.177 -3.480 0.229 -0.3 -0.1 -0.2
C -0.392 -4.283 1.400 0.2 0.2 0.1
C -1.061 -3.389 2.446 -0.1 -0.1 0.0
C -2.535 -3.066 2.183 0.1 0.1 -0.1
C -2.886 -2.841 0.709 -0.4 0.1 0.3
C 1.389 0.107 -1.608 0.6 0.0 -0.6
C 1.181 1.118 -2.542 -0.2 -0.1 0.2
C 2.166 1.420 -3.466 0.0 0.0 -0.1
C 3.365 0.729 -3.464 0.0 0.1 0.0
C 3.573 -0.277 -2.534 0.0 0.0 0.0
C 2.591 -0.596 -1.616 0.0 0.0 -0.1
C 1.515 2.816 0.455 0.2 0.1 0.0
C 1.251 4.171 0.363 -0.1 -0.1 0.0
H -0.120 6.605 1.626 0.0 0.1 0.0
H 0.395 6.633 -0.059 0.0 0.1 0.0
H -1.302 6.329 0.351 -0.1 0.1 0.0
H -1.939 4.187 1.478 -0.1 0.0 0.0
H -1.465 1.751 1.642 -0.2 0.0 0.0
H -1.147 -0.317 -1.987 0.1 0.0 0.1
H -1.241 1.051 -0.854 0.0 -0.2 -0.1
H -1.417 -3.760 -1.195 0.1 0.1 0.0
H -0.399 -2.345 -1.496 -0.1 -0.1 0.0
H 0.762 -2.648 0.625 0.1 -0.1 0.0
H 0.843 -4.114 -0.362 0.1 0.0 0.0
H -1.089 -5.042 1.036 0.0 -0.1 0.0
H 0.440 -4.808 1.876 0.0 -0.1 0.0
H -0.995 -3.866 3.426 0.0 0.0 0.0
H -0.508 -2.452 2.499 0.0 -0.1 0.1
H -2.783 -2.164 2.742 -0.1 0.0 0.1
H -3.172 -3.876 2.546 0.0 0.0 0.0
H -3.815 -2.266 0.654 0.1 -0.2 0.0
H -3.039 -3.799 0.207 0.0 0.1 0.0
H 0.257 1.676 -2.545 -0.1 0.1 0.0
H 1.994 2.207 -4.186 0.0 0.1 -0.1
H 4.132 0.973 -4.183 0.1 0.0 -0.1
H 4.505 -0.823 -2.528 0.1 -0.1 0.0
H 2.744 -1.373 -0.886 0.0 -0.1 0.0
H 2.472 2.401 0.179 0.2 0.0 0.0
H 2.016 4.842 0.000 0.1 0.1 0.0
```
Forces are in eV/Å.


[7]
Here is a structure of composition C4H8NO2 from the Open Molecules 2025 dataset. Energies are from ωB97M-V/def2-TZVPD.

The frontier orbital gap is 0.2500 Ha. As for the max |F|: 2.82 eV Å⁻¹. Its net charge is -1. The energy above the lowest of the compared OMol25 structures with the same formula, charge and spin is 390.00 kJ/mol. As for the total energy: -9860.7447 eV. The highest occupied orbital energy is -2.864 eV.

Geometry as XYZ:
```
15
Properties=species:S:1:pos:R:3:forces:R:3
O -2.813 0.405 -0.269 0.3 -0.3 -0.5
C -1.752 -0.006 -0.780 -1.4 -1.4 2.0
C -0.418 0.157 -0.187 -1.7 -0.4 -1.2
C -0.446 0.660 1.230 0.0 -0.5 -0.4
N 0.559 -0.695 -0.771 -0.7 0.2 0.6
C 1.930 -0.410 -0.206 1.0 0.4 -1.8
O 2.164 0.892 -0.281 0.0 -0.3 0.9
H -1.766 -0.608 -1.699 0.2 0.3 -0.5
H -0.854 0.994 -0.930 2.2 1.4 -0.4
H -1.210 1.434 1.277 0.2 0.1 0.3
H -0.817 -0.199 1.800 0.1 0.1 0.3
H 0.550 0.955 1.551 -0.1 0.2 0.0
H 0.227 -1.647 -0.605 0.4 -0.1 0.0
H 2.629 -0.975 -0.898 -0.3 -0.3 0.3
H 2.015 -0.958 0.769 -0.1 0.4 0.4
```
Forces are in eV/Å.


[8]
Here is a cluster of 2 separate species, H4S2 in total from the Open Molecules 2025 dataset. Energies are from ωB97M-V/def2-TZVPD.

The frontier orbital gap is 0.3839 Ha. As for the max |F|: 0.28 eV Å⁻¹. Its net charge is 0. The energy above the lowest of the compared OMol25 structures with the same formula, charge and spin is 3.69 kJ/mol. As for the total energy: -21735.0403 eV. The highest occupied orbital energy is -9.744 eV. The SMILES is S.S.

Geometry as XYZ:
```
6
Properties=species:S:1:pos:R:3:forces:R:3
S -1.481 0.491 -1.311 -0.1 0.2 -0.1
H -2.330 0.778 -2.315 0.1 -0.1 0.1
H -1.144 1.785 -1.157 0.0 -0.2 0.0
S 1.737 -1.449 2.034 0.0 0.2 -0.2
H 0.667 -1.031 1.333 0.1 -0.1 0.1
H 2.550 -0.573 1.416 -0.1 -0.1 0.1
```
Forces are in eV/Å.


Repeat the seventh record exactly.
Here is a structure of composition C4H8NO2 from the Open Molecules 2025 dataset. Energies are from ωB97M-V/def2-TZVPD.

The frontier orbital gap is 0.2500 Ha. As for the max |F|: 2.82 eV Å⁻¹. Its net charge is -1. The energy above the lowest of the compared OMol25 structures with the same formula, charge and spin is 390.00 kJ/mol. As for the total energy: -9860.7447 eV. The highest occupied orbital energy is -2.864 eV.

Geometry as XYZ:
```
15
Properties=species:S:1:pos:R:3:forces:R:3
O -2.813 0.405 -0.269 0.3 -0.3 -0.5
C -1.752 -0.006 -0.780 -1.4 -1.4 2.0
C -0.418 0.157 -0.187 -1.7 -0.4 -1.2
C -0.446 0.660 1.230 0.0 -0.5 -0.4
N 0.559 -0.695 -0.771 -0.7 0.2 0.6
C 1.930 -0.410 -0.206 1.0 0.4 -1.8
O 2.164 0.892 -0.281 0.0 -0.3 0.9
H -1.766 -0.608 -1.699 0.2 0.3 -0.5
H -0.854 0.994 -0.930 2.2 1.4 -0.4
H -1.210 1.434 1.277 0.2 0.1 0.3
H -0.817 -0.199 1.800 0.1 0.1 0.3
H 0.550 0.955 1.551 -0.1 0.2 0.0
H 0.227 -1.647 -0.605 0.4 -0.1 0.0
H 2.629 -0.975 -0.898 -0.3 -0.3 0.3
H 2.015 -0.958 0.769 -0.1 0.4 0.4
```
Forces are in eV/Å.